C8H14N | ωB97M-V/def2-TZVPD

Cartesian coordinates (Å):
C 0.957 0.062 3.455
C 0.673 -0.031 2.160
C -0.610 -0.508 1.687
C -1.106 -0.558 0.446
C -0.501 -0.047 -0.849
C -0.468 1.477 -0.868
C -1.319 -0.585 -2.035
N 0.827 -0.630 -1.048
C 1.876 -0.059 -1.469
H 0.244 -0.219 4.209
H 1.910 0.422 3.806
H 1.412 0.265 1.426
H -1.263 -0.861 2.477
H -2.110 -0.939 0.319
H -0.207 1.866 -1.849
H 0.215 1.866 -0.116
H -1.462 1.845 -0.626
H -0.880 -0.272 -2.979
H -2.328 -0.187 -1.980
H -1.378 -1.671 -2.015
H 0.852 -1.629 -0.833
H 1.872 1.000 -1.702
H 2.794 -0.610 -1.617

Calculated values
Largest force on an atom in eV/A: 1.13
Total charge: +1
E_tot in a.u.: -367.6795
SMILES: C=C/C=C\C(C)(C)[NH+]=C
Lowest unoccupied orbital energy in eV: -4.78
HOMO-LUMO gap in eV: 7.873



C8H14N2 | ωB97M-V/def2-TZVPD

Cartesian coordinates (Å):
C 0.394 -0.626 0.237
C 0.604 -1.911 0.336
C -1.567 0.452 -0.080
C 1.170 0.608 0.091
C -2.188 -0.014 -1.311
C -2.317 0.159 1.169
C 1.955 0.472 -1.270
C 2.199 0.927 1.226
N -0.890 1.686 0.003
N 0.311 1.814 0.054
H 1.509 -2.390 0.651
H -0.114 -2.807 0.174
H -1.379 -0.431 -2.073
H -2.720 0.961 -1.701
H -2.918 -0.882 -1.147
H -2.753 -0.910 1.341
H -3.291 0.829 1.297
H -1.908 0.469 2.151
H 1.166 0.658 -2.016
H 2.335 -0.522 -1.476
H 2.720 1.099 -1.244
H 1.568 0.875 2.090
H 2.536 1.856 0.992
H 3.004 0.098 1.335

Calculated values
Largest force on an atom in eV/A: 5.87
E_tot in a.u.: -422.5271
Lowest unoccupied orbital energy in eV: 0.90
HOMO-LUMO gap in eV: 8.763



C8H14N2 | ωB97M-V/def2-TZVPD

Cartesian coordinates (Å):
C -1.927 1.687 0.027
C -1.281 0.516 -0.652
C -1.721 -0.908 -0.433
N -0.691 -1.731 -1.160
N 0.566 -1.586 -0.495
C 0.705 -0.554 0.582
C 1.190 -0.861 1.959
C 0.219 0.592 -0.239
C 1.233 -0.348 -0.811
C 2.672 -0.044 -1.066
H -1.822 1.365 1.105
H -2.937 1.640 -0.244
H -1.477 2.661 -0.087
H -1.148 0.784 -1.729
H -1.793 -1.125 0.601
H -2.602 -1.351 -0.820
H -1.068 -2.662 -1.264
H 1.971 -1.761 1.972
H 0.226 -1.335 2.425
H 1.640 0.120 2.445
H 0.634 1.471 0.014
H 3.238 -0.780 -0.636
H 2.959 0.934 -0.777
H 2.906 -0.064 -2.228

Calculated values
Largest force on an atom in eV/A: 4.86
E_tot in a.u.: -422.5554
SMILES: C[C@@H]1CNN2[C@]3(C)[C@H]1[C@]23C
Lowest unoccupied orbital energy in eV: 0.94
HOMO-LUMO gap in eV: 9.293



C8H14N2 | ωB97M-V/def2-TZVPD

Cartesian coordinates (Å):
N -1.703 -2.358 1.210
C -2.020 -1.282 0.687
C -2.526 -0.136 0.370
C -3.491 0.599 -0.460
C -2.784 1.311 0.618
H -0.804 -2.814 1.053
H -4.485 0.292 -0.187
H -3.262 0.959 -1.442
H -1.922 1.927 0.221
H -3.342 1.589 1.529
C 1.612 -1.333 -1.964
C 1.175 -0.411 -1.100
N 1.967 0.310 -0.204
C 3.104 -0.324 0.456
C 1.237 1.398 0.592
H 2.727 -1.502 -2.046
H 0.981 -2.029 -2.634
H 0.111 -0.223 -0.960
H 2.764 -1.091 1.074
H 3.792 -0.488 -0.328
H 3.482 0.554 1.127
H 0.661 1.074 1.417
H 2.064 1.957 1.026
H 0.663 2.020 -0.057

Calculated values
Largest force on an atom in eV/A: 4.70
E_tot in a.u.: -422.5603
SMILES: N=C=C1CC1.C=CN(C)C
Lowest unoccupied orbital energy in eV: 0.90
HOMO-LUMO gap in eV: 8.689